155
Properties=species:S:1:pos:R:3:forces:R:3:mulliken_charge:R:1 method="wB97M-V/def2-TZVPD" largest_force_ev_per_a=3.9 smiles=COC[C@H](C)N.COC[C@H](C)N.COC[C@H](C)N.COC[C@H](C)N.COC[C@H](C)N.OCCO.OCCO.OCCO.OCCO.OCCO.OCCO.OCCO energy_ev=-83177.1994 total_charge=0 multiplicity=1 orbital_gap_ev=9.2
C -4.5541 -4.1424 -2.5012 0.62 -0.05 -1.31 -0.43
O -4.7787 -4.8057 -1.3185 -0.04 -0.58 0.77 -0.40
C -3.9725 -4.2435 -0.3074 -2.02 -0.59 0.42 -0.59
C -3.9596 -5.2201 0.8532 0.73 1.33 1.12 0.36
C -5.3428 -5.4306 1.4033 -1.09 -0.59 -0.20 -1.62
N -3.1280 -4.7095 1.9791 0.00 -0.59 -0.76 -0.53
H -5.3383 -4.4865 -3.1864 0.21 0.52 -0.07 0.29
H -3.5615 -4.4668 -2.9062 -0.52 0.43 -0.02 0.22
H -4.5255 -3.0388 -2.3580 -0.27 -0.48 -0.30 0.09
H -3.0082 -4.0503 -0.6686 1.77 0.19 -0.54 0.50
H -4.4539 -3.2886 -0.0939 0.20 0.36 0.71 0.21
H -3.5136 -6.1265 0.4810 0.10 -0.56 0.02 0.35
H -5.8933 -4.4862 1.5136 0.27 -0.05 0.04 0.33
H -5.3999 -5.9688 2.3592 0.44 0.20 -0.23 0.43
H -5.9135 -6.0235 0.6891 -0.14 0.05 -0.05 0.41
H -3.5474 -3.8690 2.3031 -0.59 0.67 0.53 0.17
H -2.1802 -4.4451 1.7443 0.31 -0.08 -0.63 0.18
C 2.8373 -1.7853 4.3935 0.39 0.70 0.67 -0.90
O 2.2771 -0.5856 3.9338 -1.49 0.38 -0.04 -0.09
C 3.1329 0.2306 3.2295 1.21 1.74 -0.86 -0.47
C 2.4550 1.5741 2.7668 -1.88 -1.71 0.35 0.16
C 1.8674 2.4249 3.9092 -0.13 -0.10 -0.09 -1.26
N 1.3298 1.2962 1.7998 1.78 0.99 -0.21 1.25
H 3.4152 -2.2217 3.6024 0.28 -0.73 -0.49 0.34
H 2.0550 -2.4263 4.7811 -0.18 -0.07 -0.24 0.14
H 3.5116 -1.5265 5.2086 0.30 -0.26 0.24 0.35
H 4.0164 0.5838 3.8135 -0.29 -0.55 0.13 0.48
H 3.5563 -0.2929 2.3299 -0.38 0.27 0.45 0.09
H 3.1944 2.1283 2.2140 0.45 0.26 -0.17 0.37
H 1.2777 3.2234 3.4316 0.25 -0.09 0.24 0.24
H 2.6296 2.8902 4.5644 -0.36 -0.40 -0.32 0.47
H 1.1461 1.8330 4.5120 0.55 0.26 -0.25 0.15
H 0.4623 0.9936 2.2221 0.25 -0.39 0.00 -0.43
H 1.7125 0.7339 1.0265 -0.83 -0.19 0.54 -0.37
C -5.7570 3.3956 -1.8661 2.11 -0.26 0.51 -0.68
O -5.1625 2.0740 -1.8783 -1.07 0.91 0.05 -0.36
C -3.8139 2.0245 -2.2318 0.67 -2.06 2.22 -0.31
C -3.2982 0.6045 -1.6773 -0.22 0.72 -3.78 0.39
C -3.3015 0.5783 -0.2208 0.52 -0.29 1.67 -0.82
N -2.0014 0.2019 -2.3439 0.02 1.33 1.86 -0.24
H -6.5008 3.4078 -2.6273 -0.79 0.29 -0.44 0.27
H -4.9713 4.1820 -2.0780 -0.84 -0.77 0.15 0.27
H -6.1479 3.5776 -0.8566 -0.17 0.00 -0.36 0.24
H -3.6589 2.0115 -3.2871 0.14 0.43 -1.01 0.34
H -3.2524 2.7913 -1.6893 0.06 0.06 -0.56 0.26
H -3.9593 -0.1599 -2.1024 -0.55 0.27 0.39 0.06
H -2.5129 1.2107 0.2158 0.03 -0.17 -0.18 -0.02
H -3.1519 -0.4579 0.1085 -0.05 0.24 0.30 -0.17
H -4.2386 0.9743 0.1804 -0.01 -0.26 -0.17 0.66
H -2.1099 0.3117 -3.3408 0.01 0.18 -0.23 0.36
H -1.3447 0.9331 -2.0103 -0.08 -0.56 -0.66 -0.26
C -2.3875 2.8289 5.0021 0.38 -1.27 0.58 -0.45
O -2.6175 3.1746 3.6985 -0.05 -0.31 -1.79 -0.15
C -3.0227 4.4832 3.3788 0.21 -1.17 0.19 -1.16
C -1.9301 5.2642 2.6844 0.67 1.13 -0.02 0.61
C -2.6080 6.5169 2.0655 0.37 -0.69 0.87 -1.48
N -1.2341 4.4585 1.6708 -0.26 -1.16 0.15 -0.19
H -1.4621 3.2069 5.4108 0.65 0.15 0.03 0.30
H -2.3745 1.7364 4.9973 0.34 0.23 0.31 -0.12
H -3.1550 3.1147 5.6803 -1.10 0.58 0.55 0.37
H -3.8710 4.3744 2.7164 -0.26 0.05 -0.46 0.33
H -3.4072 4.8759 4.2989 -0.05 1.14 0.44 0.50
H -1.1500 5.6350 3.4204 -0.97 -0.34 -0.41 0.22
H -1.8840 7.1393 1.5422 -0.08 0.15 0.16 0.35
H -3.0369 7.0022 2.9497 0.00 0.59 -0.42 0.42
H -3.4220 6.2642 1.3843 0.13 -0.19 -0.02 0.30
H -0.2576 4.7039 1.6867 0.28 0.21 -0.33 0.09
H -1.2172 3.4541 1.9444 -0.29 0.94 -0.09 0.04
C 3.4778 0.5444 -1.3289 -0.43 1.72 2.05 -1.33
O 2.5222 -0.1766 -0.5681 0.53 0.71 0.76 0.36
C 1.9850 -1.2892 -1.2044 -0.69 0.11 -1.36 0.41
C 1.0126 -2.0260 -0.2482 -0.04 -0.22 -2.15 0.02
C -0.2629 -1.2798 -0.0460 0.42 1.99 1.13 -0.46
N 1.5853 -2.5046 0.9760 1.26 -0.31 0.29 0.19
H 4.4380 0.0611 -1.4269 0.24 -0.45 -0.08 0.38
H 3.6134 1.5194 -0.7421 0.05 -1.24 -0.90 0.23
H 3.0550 0.7936 -2.2724 -0.19 0.16 -1.10 0.39
H 1.4684 -0.9376 -2.1972 0.56 -0.75 1.73 -0.34
H 2.8262 -1.9279 -1.5079 -0.35 -0.31 -0.08 -0.03
H 0.7579 -2.9036 -0.8492 -0.11 -0.11 0.05 -0.21
H -0.7432 -1.1022 -0.9640 -0.57 0.12 -1.30 0.63
H -0.1612 -0.2413 0.4141 0.17 -1.29 -0.39 -0.65
H -0.9570 -1.8163 0.5545 -0.52 -0.65 0.75 0.19
H 1.5587 -1.7770 1.6571 -0.26 0.73 0.84 -0.27
H 2.5885 -2.6193 0.8224 -0.08 -0.46 0.16 -0.06
O -0.4143 -2.6190 4.1397 -0.34 -0.28 -0.66 -0.40
C -1.8130 -2.2242 4.1090 1.57 0.08 0.03 0.70
C -1.8249 -0.7425 3.7627 -2.03 0.39 0.19 0.08
O -1.0254 -0.0267 4.6421 2.86 0.01 -0.10 -0.57
H -0.3689 -3.4796 3.6842 0.05 0.32 0.14 0.09
H -2.3106 -2.7062 3.2940 -0.43 -0.66 -0.28 -0.69
H -2.1720 -2.5650 5.0863 -0.68 0.71 -0.25 0.39
H -2.8594 -0.2906 3.9170 0.95 -0.78 -0.31 0.39
H -1.5934 -0.5676 2.6746 0.14 -0.33 0.84 -0.31
H -0.0730 -0.3524 4.5232 -1.76 0.48 0.28 0.23
O -0.0006 -4.6803 1.9722 1.39 1.07 0.12 -0.10
C 0.6349 -5.6405 2.8107 -1.64 -0.19 0.45 -0.29
C -0.5217 -6.5835 3.1724 1.07 -0.41 1.06 -0.70
O -1.6161 -6.0155 3.8434 0.80 0.11 0.33 -0.63
H 0.6529 -3.9571 1.7338 -0.55 -0.43 -0.13 0.26
H 1.4216 -6.1922 2.3320 0.33 -0.45 -0.81 0.40
H 1.1351 -5.2610 3.7177 -0.55 0.53 -0.07 0.24
H -0.0830 -7.3861 3.7653 -0.14 -0.09 0.45 0.45
H -0.8897 -7.0767 2.3089 -0.14 -0.36 -1.35 0.31
H -2.1900 -5.6494 3.1473 -0.52 0.15 0.24 0.43
O 4.8939 5.3536 -1.2603 1.19 -0.40 -0.29 -0.58
C 3.5301 5.6308 -1.4146 -1.36 0.25 1.60 0.61
C 3.1785 6.0306 -2.8201 0.38 0.37 0.38 -0.74
O 3.4717 4.9769 -3.7089 0.31 -0.56 -0.59 -0.41
H 5.1432 5.0432 -0.3724 -0.62 0.24 -0.56 0.32
H 2.8827 4.7595 -1.2262 0.49 0.11 0.36 -0.30
H 3.2470 6.4139 -0.6624 -0.11 -0.36 -0.78 0.35
H 3.6628 6.9820 -3.0937 -0.06 -0.30 -0.19 0.37
H 2.0885 6.1456 -2.8543 0.26 0.19 -0.08 0.26
H 4.3733 4.6386 -3.6157 -0.06 0.50 0.38 0.32
O 0.4849 -1.1062 -4.6879 1.77 -1.30 -0.71 -0.59
C 1.6333 -2.0881 -4.7409 -2.69 1.24 -0.67 -0.23
C 1.2270 -3.5177 -4.4734 1.03 1.31 -2.08 -0.60
O 0.8374 -3.6313 -3.1694 -0.12 0.67 1.23 -0.26
H 0.0821 -1.1844 -3.8286 -0.31 -0.16 0.65 0.26
H 2.0231 -1.9914 -5.7469 -0.02 -0.01 -0.19 0.49
H 2.3768 -1.7712 -4.0665 0.99 0.35 0.98 0.02
H 2.1435 -4.0325 -4.7619 0.22 -0.74 0.44 0.36
H 0.4827 -3.7972 -5.2101 -0.55 -0.19 0.01 0.36
H 0.6096 -4.5206 -2.9715 -0.36 -1.16 0.30 0.22
O 4.8033 -4.1779 0.9074 -0.21 0.02 0.52 -0.51
C 4.6740 -4.2296 -0.4902 0.57 -0.56 -1.16 -0.40
C 5.2420 -2.9197 -1.1063 -0.82 -0.54 0.70 0.10
O 5.0450 -2.9058 -2.4979 -0.79 0.25 -0.06 -0.49
H 4.8790 -5.0947 1.1939 -0.06 0.28 0.30 0.31
H 5.2569 -5.1263 -0.8280 -0.28 0.84 -0.29 0.45
H 3.6298 -4.4143 -0.8311 0.40 0.40 0.24 0.12
H 6.2692 -2.7838 -0.7915 0.38 -0.11 -0.11 0.56
H 4.6871 -2.0588 -0.7000 0.11 -0.32 0.08 -0.35
H 5.8314 -3.0953 -2.9884 0.73 -0.21 -0.15 0.29
O 3.1145 2.0113 -5.0760 -1.06 0.50 0.68 -0.61
C 1.7539 2.3473 -5.4788 0.13 0.63 0.25 0.78
C 1.7914 3.4387 -6.5510 0.30 -0.08 2.13 -0.76
O 2.0285 4.7598 -5.9888 -2.23 -1.47 -2.03 -0.46
H 3.2023 2.4234 -4.2047 0.28 -0.08 -0.25 0.26
H 1.2904 1.4296 -5.8429 0.01 0.03 -0.16 0.37
H 1.1096 2.7422 -4.6505 0.87 -0.50 -0.37 -0.56
H 0.8280 3.4577 -6.9591 -1.49 0.34 -0.83 0.41
H 2.4635 3.0514 -7.2914 0.83 0.57 -0.66 0.35
H 2.8977 4.7976 -5.6797 2.10 0.07 1.04 0.31
O -1.2289 3.5800 -1.5384 -0.36 0.97 2.33 -0.48
C 0.0177 3.7081 -2.1313 0.39 -0.77 -1.21 -0.89
C 1.0978 2.9848 -1.3492 0.15 -1.07 -1.42 1.65
O 1.1627 3.4739 -0.0693 0.49 0.54 1.88 -0.66
H -1.1431 3.9814 -0.6080 -0.38 -0.78 -1.44 0.27
H -0.0965 3.3015 -3.1776 0.35 0.29 1.06 0.05
H 0.3343 4.7397 -2.2323 -0.06 0.55 -0.03 0.25
H 2.0386 3.0978 -1.9277 -0.08 0.09 0.28 -0.03
H 0.9119 1.9103 -1.3181 -0.26 -0.28 -0.16 -0.90
H 1.2975 2.7690 0.6366 -0.43 0.34 -0.86 0.15

13
Properties=species:S:1:pos:R:3:forces:R:3:mulliken_charge:R:1 method="wB97M-V/def2-TZVPD" largest_force_ev_per_a=6.0 energy_ev=-10275.1127 total_charge=0 multiplicity=1 orbital_gap_ev="8.8 / 7.4"
C 0.5792 -1.5615 0.1842 0.54 -3.95 4.53 -0.23
C -1.8328 1.3553 0.1610 -2.31 0.23 -4.56 -0.08
C 0.3744 -0.7583 -0.7071 -1.73 4.09 -2.52 -0.58
N -1.0886 1.9232 0.9532 0.48 1.23 1.55 -0.52
N -2.0396 -0.0232 0.0117 -1.08 -0.76 0.08 0.53
O -2.8434 -0.5233 -1.0325 -0.26 0.31 -0.79 -0.47
O -1.9303 -0.7536 0.9599 0.81 -2.05 2.46 -0.59
H -2.3455 1.7775 -0.7588 0.80 0.45 1.26 0.34
H 0.8306 -0.6294 -1.6298 1.22 -0.08 -1.69 0.32
H -0.4135 0.0689 -0.6095 0.77 -1.01 -0.23 0.31
H -2.7990 -1.5209 -1.0240 0.45 1.48 0.63 0.37
H 0.3593 -2.0385 1.1437 0.17 0.42 -0.75 0.33
H -0.7284 1.3402 1.6983 0.15 -0.36 0.02 0.28

20
Properties=species:S:1:pos:R:3:forces:R:3:mulliken_charge:R:1 method="wB97M-V/def2-TZVPD" largest_force_ev_per_a=3.6 smiles=c1ccc2c(c1)CNCN2 energy_ev=-11437.4432 total_charge=0 multiplicity=1 orbital_gap_ev=9.0
C -2.6634 0.6305 -0.0254 0.99 1.92 -0.07 -0.84
C -2.5891 -0.7457 -0.0806 -2.04 -0.86 0.02 -0.12
C -1.4039 -1.4218 -0.1612 0.06 0.17 0.23 -0.73
C -0.2045 -0.7293 -0.0933 1.31 -3.40 0.13 0.73
C -0.1802 0.6136 0.0018 -0.14 2.32 0.11 0.44
C -1.3993 1.3025 -0.0468 -0.70 0.93 1.39 -0.53
C 1.1505 1.3900 0.0392 -1.59 -0.90 -1.58 -0.94
N 2.1344 0.4644 -0.5743 -0.59 1.88 1.05 -0.43
C 2.1880 -0.6810 0.2644 -0.39 -1.89 1.08 -0.54
N 0.9949 -1.5253 0.0530 0.05 -0.40 -1.07 -0.35
H -3.6567 1.1727 0.0503 1.55 -0.69 -0.12 0.31
H -3.5348 -1.3286 0.0089 0.81 0.44 -0.26 0.29
H -1.3863 -2.4931 -0.1341 0.01 -0.39 -0.09 0.37
H -1.2568 2.4084 0.1621 -0.80 -1.23 -0.66 0.27
H 1.3606 1.8892 0.9724 0.52 -0.62 0.96 0.30
H 0.9470 2.2348 -0.5871 0.29 0.45 -0.92 0.53
H 3.0226 0.9164 -0.5364 0.81 0.31 -0.23 0.25
H 2.3310 -0.4936 1.3999 -0.48 0.05 -1.56 0.24
H 3.0208 -1.2727 -0.0453 0.75 -0.45 -0.06 0.45
H 1.1252 -2.3314 -0.6675 -0.42 2.36 1.67 0.30